(1)
C63H76N11O6P2S4SiSr | ωB97M-V/def2-TZVPD

Results
HOMO-LUMO gap (eV): 5.89
Maximum force (eV/Å): 5.110
Energy relative to the best compared isomer or geometry (same formula, charge and spin) (kcal/mol): 16.23
LUMO (eV): 1.251
HOMO level (eV): -4.637
DFT total energy (a.u.): -6095.92527

Geometry as ORCA input:
```
! RIJCOSX wB97M-V def2-TZVPD def2/J DEFGRID3
* xyz -1 1
Sr 0.98 0.81 2.14
C 0.01 4.53 0.88
Si 0.02 2.87 -0.13
C -1.73 3.22 -0.97
C -1.79 4.37 -1.77
C -2.96 4.81 -2.37
C -4.13 4.10 -2.17
C -4.12 2.97 -1.38
C -2.94 2.51 -0.78
P -2.85 0.94 0.16
C -4.28 -0.07 -0.51
C -3.95 -0.38 -1.98
C -4.80 -1.52 -2.54
C -6.26 -1.45 -2.06
C -6.60 -0.04 -1.60
C -5.78 0.33 -0.37
C -3.23 1.37 1.95
C -4.59 0.91 2.52
C -4.85 1.62 3.85
C -5.13 3.11 3.57
C -4.27 3.63 2.40
C -2.97 2.85 2.30
C 1.21 3.34 -1.61
C 1.64 4.66 -1.77
C 2.59 5.03 -2.71
C 3.19 4.06 -3.49
C 2.78 2.74 -3.37
C 1.77 2.37 -2.48
P 1.00 0.70 -2.46
C 2.33 -0.59 -2.73
C 3.19 -0.73 -4.02
C 2.72 -1.89 -4.89
C 2.90 -3.23 -4.18
C 2.57 -3.11 -2.68
C 1.64 -1.93 -2.43
C -0.03 0.73 -4.02
C 0.60 1.12 -5.36
C -0.42 1.06 -6.49
C -1.63 1.95 -6.22
C -2.26 1.59 -4.88
C -1.23 1.65 -3.76
H 1.02 4.80 1.17
H -0.56 4.38 1.79
H -0.43 5.39 0.35
H -0.89 4.94 -1.94
H -2.95 5.70 -2.99
H -5.06 4.43 -2.63
H -5.04 2.43 -1.24
H -4.15 -1.02 0.02
H -2.89 -0.63 -2.07
H -4.09 0.53 -2.58
H -4.36 -2.48 -2.23
H -4.76 -1.50 -3.63
H -6.42 -2.13 -1.22
H -6.94 -1.77 -2.86
H -7.67 0.05 -1.37
H -6.41 0.67 -2.41
H -6.20 -0.21 0.49
H -5.90 1.39 -0.15
H -2.47 0.77 2.48
H -4.60 -0.17 2.64
H -5.40 1.17 1.84
H -3.98 1.51 4.50
H -5.70 1.17 4.37
H -4.94 3.70 4.47
H -6.19 3.23 3.33
H -4.06 4.69 2.53
H -4.82 3.54 1.46
H -2.44 2.90 3.25
H -2.31 3.30 1.56
H 1.23 5.43 -1.13
H 2.89 6.07 -2.80
H 3.96 4.32 -4.20
H 3.24 2.00 -3.99
H 3.01 -0.39 -1.89
H 4.22 -0.93 -3.72
H 3.21 0.18 -4.60
H 3.27 -1.90 -5.84
H 1.67 -1.74 -5.16
H 3.93 -3.58 -4.29
H 2.26 -3.99 -4.64
H 3.49 -2.95 -2.11
H 2.14 -4.04 -2.30
H 1.27 -1.92 -1.40
H 0.75 -2.03 -3.07
H -0.41 -0.29 -4.11
H 1.44 0.47 -5.61
H 1.00 2.14 -5.28
H -0.76 0.03 -6.61
H 0.05 1.35 -7.44
H -2.36 1.87 -7.03
H -1.30 3.00 -6.18
H -2.68 0.58 -4.93
H -3.09 2.27 -4.65
H -1.69 1.41 -2.80
H -0.86 2.68 -3.67
N 3.68 -1.58 3.77
C 4.25 -0.92 2.73
N 3.79 0.18 2.22
C 4.67 0.67 1.27
C 5.74 -0.13 1.00
S 5.72 -1.51 2.02
C 4.53 2.06 0.82
C 5.23 2.63 -0.19
S 5.09 4.34 -0.10
C 4.08 4.15 1.29
N 3.83 2.92 1.63
N 3.58 5.23 1.95
H 2.73 -1.30 4.00
H 3.88 -2.56 3.86
H 6.56 0.07 0.34
H 5.84 2.15 -0.94
H 3.22 5.03 2.87
H 4.07 6.11 1.85
O 6.73 -6.14 -1.09
S 6.43 -7.52 -0.76
O 5.85 -8.30 -1.84
O 7.44 -8.20 0.01
C 5.02 -7.40 0.39
N 4.61 -8.52 0.99
C 3.55 -8.42 1.77
C 2.87 -7.23 1.98
C 3.39 -6.12 1.34
N 4.46 -6.21 0.56
C 2.81 -4.75 1.46
C 1.80 -4.42 2.35
C 1.31 -3.12 2.37
N 1.78 -2.15 1.58
C 2.77 -2.47 0.75
C 3.32 -3.74 0.66
H 3.21 -9.34 2.24
H 1.99 -7.19 2.61
H 1.37 -5.14 3.03
H 0.54 -2.84 3.08
H 3.16 -1.67 0.14
H 4.13 -3.96 -0.02
O -0.16 -2.07 5.23
C 0.17 -0.91 5.30
N 0.89 -0.24 4.33
S 1.04 1.32 4.71
O 0.18 2.10 3.81
O 2.41 1.76 4.70
C 0.30 1.26 6.30
C 0.10 2.26 7.23
C -0.58 1.91 8.39
C -1.05 0.61 8.58
C -0.85 -0.37 7.63
C -0.16 -0.02 6.48
H 0.47 3.27 7.08
H -0.76 2.66 9.15
H -1.58 0.37 9.49
H -1.20 -1.38 7.76
N -0.77 -3.89 -1.20
C -1.15 -3.38 0.02
C -0.86 -2.05 0.37
N -1.21 -1.56 1.54
C -1.87 -2.37 2.38
C -2.19 -3.66 2.01
N -1.83 -4.18 0.84
H 0.00 -3.44 -1.67
H -0.80 -4.89 -1.27
H -0.36 -1.38 -0.32
H -2.14 -1.97 3.35
H -2.74 -4.31 2.68
*
```

(2)
C44H58Br2F5N3O21PS3 | ωB97M-V/def2-TZVPD

Results
HOMO-LUMO gap (eV): 6.54
Maximum force (eV/Å): 2.941
LUMO (eV): 1.486
HOMO level (eV): -5.056
DFT total energy (a.u.): -10639.05403

Geometry as ORCA input:
```
! RIJCOSX wB97M-V def2-TZVPD def2/J DEFGRID3
* xyz -1 1
C 2.76 -2.08 5.91
C 3.01 -0.62 5.63
O 2.88 0.15 6.57
N 3.47 -0.15 4.40
C 4.42 0.94 4.54
P 2.60 -0.37 2.84
C 0.88 -0.11 3.60
C 0.65 1.11 4.48
O -0.08 0.73 5.67
C 2.87 1.45 2.25
C 2.28 1.82 0.88
C 0.78 2.17 0.74
S -0.08 1.00 -0.39
C -1.80 1.42 -0.06
S -2.52 2.62 -0.90
N -2.41 0.67 0.95
C -3.50 1.30 1.65
C -4.77 1.42 1.11
C -5.75 2.07 1.84
C -5.50 2.59 3.10
C -4.23 2.44 3.65
C -3.24 1.80 2.92
C -2.68 -0.71 0.63
C -2.50 -1.23 -0.65
C -2.76 -2.57 -0.88
C -3.20 -3.40 0.14
C -3.38 -2.87 1.42
C -3.12 -1.54 1.65
O 4.17 -0.72 2.02
C 4.45 -2.04 1.78
C 5.83 -2.45 2.30
Br 6.03 -2.31 4.23
C 6.85 -1.55 1.46
C 7.76 -2.48 0.68
Br 8.03 -0.36 2.47
C 3.18 -2.88 2.16
C 2.44 -3.09 0.81
C 3.11 -4.09 -0.16
N 3.13 -3.64 -1.57
C 3.55 -4.21 2.83
S 2.07 -5.15 3.19
O 2.00 -5.46 4.59
O 1.97 -6.22 2.23
O 2.44 -2.12 3.05
H 3.32 -2.33 6.81
H 1.70 -2.20 6.15
H 2.97 -2.75 5.08
H 3.94 1.91 4.67
H 5.12 0.96 3.70
H 5.00 0.78 5.45
H 1.94 -0.57 1.59
H 0.15 -0.15 2.80
H 0.67 -0.97 4.24
H 1.59 1.58 4.79
H 0.05 1.89 3.99
H -0.72 1.41 5.88
H 2.61 2.19 3.00
H 3.94 1.56 2.06
H 2.59 1.09 0.13
H 2.81 2.75 0.61
H 0.71 3.12 0.21
H 0.25 2.30 1.68
H -4.98 1.04 0.13
H -6.75 2.18 1.43
H -6.26 3.11 3.67
H -3.99 2.81 4.63
H -2.25 1.68 3.33
H -2.16 -0.62 -1.47
H -2.59 -2.96 -1.88
H -3.39 -4.45 -0.04
H -3.71 -3.51 2.23
H -3.24 -1.15 2.66
H 4.61 -2.10 0.68
H 6.06 -3.48 2.03
H 6.28 -0.90 0.80
H 8.46 -1.94 0.04
H 7.16 -3.18 0.08
H 8.35 -3.08 1.38
H 2.38 -2.13 0.30
H 1.41 -3.41 0.98
H 4.15 -4.28 0.12
H 2.62 -5.06 -0.11
H 2.46 -2.88 -1.70
H 4.04 -3.24 -1.77
H 4.10 -4.07 3.75
H 4.15 -4.86 2.18
H 1.10 -4.26 2.90
C -0.29 2.65 -5.65
C 0.95 2.23 -4.89
O 0.40 1.55 -3.78
C -0.80 1.04 -4.16
O -1.41 0.21 -3.58
O -1.20 1.61 -5.33
F 1.66 3.30 -4.45
H -0.67 3.61 -5.29
H -0.13 2.71 -6.73
H 1.62 1.56 -5.43
C 6.46 2.82 -1.54
C 6.12 1.94 -0.35
O 5.09 1.12 -0.88
C 5.28 1.03 -2.22
O 4.76 0.23 -2.93
O 6.17 1.96 -2.64
F 5.65 2.66 0.69
H 5.82 3.70 -1.58
H 7.51 3.13 -1.56
H 6.94 1.31 -0.01
C -9.17 1.12 -2.45
C -7.88 0.90 -1.68
O -8.34 0.26 -0.51
C -9.48 -0.42 -0.82
O -9.99 -1.25 -0.16
O -9.96 0.01 -2.03
F -7.29 2.07 -1.35
H -9.65 2.05 -2.16
H -9.03 1.11 -3.53
H -7.15 0.27 -2.18
C 5.10 1.99 -6.89
C 3.92 2.81 -6.42
O 4.38 3.33 -5.19
C 5.74 3.42 -5.26
O 6.42 4.02 -4.50
O 6.20 2.70 -6.32
F 2.82 2.06 -6.21
H 5.06 0.98 -6.47
H 5.19 1.94 -7.97
H 3.65 3.64 -7.08
C -13.33 0.21 -3.45
C -12.97 1.29 -4.44
O -12.10 0.62 -5.32
C -12.44 -0.70 -5.31
O -12.08 -1.49 -6.11
O -13.25 -0.97 -4.26
F -12.31 2.33 -3.86
H -12.60 0.15 -2.65
H -14.33 0.32 -3.03
H -13.82 1.69 -5.01
*
```

(3)
C2H6N4O3 | ωB97M-V/def2-TZVPD

Results
HOMO-LUMO gap (eV): 8.52
Maximum force (eV/Å): 6.558
Energy relative to the best compared isomer or geometry (same formula, charge and spin) (kcal/mol): 30.04
LUMO (eV): -9.737
HOMO level (eV): -18.257
DFT total energy (a.u.): -523.70702

Geometry as ORCA input:
```
! RIJCOSX wB97M-V def2-TZVPD def2/J DEFGRID3
* xyz 2 1
C -1.30 -0.48 0.13
C 0.74 0.78 0.11
N -2.05 -1.32 0.88
N -1.33 -0.38 -1.20
N 0.90 2.07 0.21
N 2.98 -0.75 -0.13
O 3.17 -0.39 -1.12
O 2.97 -1.19 0.90
O -0.45 0.38 0.71
H -2.82 -1.92 0.45
H -2.15 -1.22 1.90
H -2.12 -0.76 -1.72
H -0.55 -0.11 -1.76
H 1.84 2.55 0.11
H 0.16 2.72 0.53
*
```